The following is a quantum chemistry calculation of an isolated molecule of C21H28N4O3S, from the Open Molecules 2025 dataset.

## Properties
Spin multiplicity: 1
Gap between HOMO and LUMO: 0.309 Ha
SMILES: CCCCCNC(=O)c1ccc2c(=O)n(CCCN3CCCC3=O)c(=S)[nH]c2c1
Lowest unoccupied orbital energy: 0.032 eV
Maximum force: 0.8 eV/Å
Calculated total energy: -1660.06945 Eh
Relative energy (zero: lowest compared OMol25 entry of this formula, charge and spin): 0.0072 eV

Geometry as XYZ:
```
57
C21H28N4O3S, DFT wB97M-V/def2-TZVPD
C 4.02616 0.63418 -1.84960
C -8.02975 -0.02658 -1.05838
H -0.44136 2.98506 -0.99155
H 4.24574 2.70317 0.92944
H 1.14360 -1.16493 2.06706
H -8.65344 0.81622 -1.36620
H -10.65459 -0.08485 -0.16236
H -2.72364 2.03243 -0.86531
N 2.78970 1.24376 0.68711
C 1.78277 2.00711 0.09891
H 4.80085 1.01718 1.04096
C -2.11382 0.34214 0.32521
C 3.97553 -2.84670 -0.56907
H -10.45334 -1.37667 1.02178
C -8.59401 -0.60306 0.23857
C -3.47225 -0.27792 0.45498
H -3.86501 0.24672 -1.48191
H 2.93909 0.71701 -1.94009
C 4.57116 1.77362 -0.98365
C -6.58742 0.46087 -0.92808
C 2.55934 0.12169 1.43264
H 5.43456 -3.16702 -2.12996
C 4.15586 1.70477 0.49177
C -10.06732 -0.96454 0.09271
O -3.83484 -0.82538 1.47715
H 4.20901 2.70565 -1.41768
C 0.21585 0.26893 0.91178
H 6.24027 -0.92354 -2.05358
H -1.25017 -1.17414 1.54889
H 4.46198 0.72473 -2.85284
H -6.31012 0.99529 -1.84143
N 4.28617 -0.68440 -1.33915
S 3.73812 -0.71335 2.23274
H 5.66182 1.77906 -1.01745
H -5.68741 -1.41667 -1.51675
H -8.03426 -1.49512 0.52216
H 3.41996 -3.70580 -0.93917
O 2.12280 -1.29740 -0.99410
C 5.62136 -1.22047 -1.20268
C 5.39183 -2.73364 -1.12971
H -6.51143 1.16118 -0.09376
N -4.23615 -0.19379 -0.65552
H -10.20258 -1.70478 -0.69302
O 2.04877 3.05742 -0.44598
C 3.31369 -1.54735 -0.98768
C -1.89840 1.52563 -0.38763
H -5.77713 -1.17593 0.24616
H -8.47818 0.13120 1.03846
H 6.08756 -0.84953 -0.28168
C -0.63522 2.07086 -0.45155
C -1.06382 -0.27306 0.98476
H 3.98089 -2.88343 0.52234
H -8.08609 -0.78210 -1.84578
H 6.13155 -3.22896 -0.50502
C -5.59457 -0.68194 -0.70936
N 1.27859 -0.30020 1.55874
C 0.43400 1.44570 0.18772
```

Results of the Löwdin charge analysis, in e, for atoms 1 through 4: -0.13, -0.23, 0.12, 0.14